1.
{
  "formula": "C4H11N2O",
  "method": "wB97M-V/def2-TZVPD",
  "homo_ev": -14.556,
  "lumo_energy_ev": -3.16,
  "total_charge": 1,
  "multiplicity": 1,
  "smiles": "C=N[C@H](O)[NH+](C)C",
  "gap_ha": 0.4188,
  "symbols": ["O", "H", "H", "N", "H", "H", "N", "H", "H", "H", "H", "C", "C", "C", "H", "H", "H", "C"],
  "xyz": [[-0.1106, -1.1924, -1.3950], [-0.5824, -1.2720, -2.2234], [1.8580, 2.0314, 0.5726], [-1.8670, -0.2472, -0.0460], [-0.8444, 0.6934, -1.4202], [0.0922, -1.0613, 1.4588], [0.3175, 0.5465, 0.2785], [-0.3799, 1.1399, 0.7531], [1.7254, -1.0762, 0.7135], [0.9061, 2.4676, -0.7489], [1.4913, 0.0663, 2.0321], [1.3026, 1.5000, -0.2544], [0.9477, -0.5047, 1.1810], [-2.5949, -1.2406, -0.2148], [2.1273, 0.9812, -0.9021], [-2.3809, -2.1097, -0.7770], [-3.5492, -1.3714, 0.2782], [-0.6422, -0.0693, -0.7573]],
  "nbo_charge": [-0.69, 0.50, 0.25, -0.48, 0.19, 0.23, -0.37, 0.46, 0.25, 0.26, 0.24, -0.48, -0.41, 0.04, 0.26, 0.17, 0.20, 0.38]
}



2.
{
  "formula": "C5H6O",
  "method": "wB97M-V/def2-TZVPD",
  "homo_ev": -9.709,
  "lumo_energy_ev": 1.01,
  "total_charge": 0,
  "multiplicity": 1,
  "gap_ha": 0.3938,
  "symbols": ["C", "C", "C", "O", "H", "H", "H", "H", "H", "H", "C", "C"],
  "xyz": [[2.9071, 0.0097, -0.2034], [0.2917, 0.1535, -0.2544], [-1.5846, 0.4982, 0.4432], [-0.3518, 1.2367, 0.4280], [-2.0924, 0.5653, 1.4085], [-1.2442, -1.3640, -0.7550], [0.2723, 0.3138, -1.3455], [-0.7365, -1.4763, 0.9561], [3.9488, 0.0378, -0.4413], [-2.2726, 0.8331, -0.3454], [-0.8587, -0.8081, 0.1009], [1.7210, 0.0003, 0.0084]],
  "nbo_charge": [-0.19, 0.03, -0.06, -0.51, 0.18, 0.21, 0.19, 0.22, 0.24, 0.17, -0.43, -0.04]
}



3.
{
  "formula": "C37H60N11O9",
  "method": "wB97M-V/def2-TZVPD",
  "homo_ev": -9.395,
  "lumo_energy_ev": -5.06,
  "total_charge": 1,
  "multiplicity": 1,
  "gap_ha": 0.1594,
  "symbols": ["H", "H", "C", "H", "H", "C", "H", "H", "H", "H", "N", "H", "C", "H", "O", "H", "C", "C", "H", "C", "N", "N", "O", "C", "H", "C", "H", "H", "C", "H", "C", "O", "N", "C", "C", "C", "N", "C", "H", "H", "H", "C", "H", "H", "H", "C", "C", "C", "C", "H", "H", "N", "H", "H", "C", "H", "C", "H", "C", "H", "H", "C", "C", "H", "H", "O", "N", "C", "H", "N", "H", "H", "N", "C", "C", "H", "H", "C", "O", "C", "C", "C", "C", "H", "O", "N", "O", "C", "H", "H", "H", "H", "H", "H", "H", "N", "H", "H", "H", "C", "C", "H", "H", "H", "H", "H", "H", "H", "H", "H", "C", "C", "H", "O", "H", "O", "H"],
  "xyz": [[3.4051, -3.0871, -6.3716], [-0.6181, -0.7020, 7.9043], [-3.9175, -5.0873, 2.3482], [2.8330, -6.6204, -3.7303], [-0.9610, 3.2753, -3.3256], [0.4305, -1.0177, 0.2996], [-1.4128, 7.1932, 1.0699], [2.4684, -1.4409, -0.5867], [4.2779, 0.1067, 2.7230], [1.4548, 2.3454, -1.8315], [-3.2490, 1.7210, 3.4819], [-1.4883, -3.3666, 4.0417], [-0.4352, 4.3474, 0.3588], [-5.1312, 0.1461, -5.3822], [0.9154, -0.7707, 6.0799], [-0.4109, 6.3189, -0.9384], [5.3409, -2.8498, -2.5954], [-0.2004, -1.5019, 1.5384], [3.0455, 3.9788, 3.2484], [-0.0177, 2.0600, -5.1365], [-0.3947, -1.1605, -0.9313], [-0.3018, -0.8504, 5.8851], [4.9035, -1.2088, -1.1591], [3.1500, -3.7116, -5.4778], [0.4682, 1.1231, 0.3648], [-1.6055, -1.0096, 1.6500], [-3.6504, -1.9203, -1.7550], [-0.4637, 3.7085, -0.5652], [3.8067, 0.8732, 3.1849], [-5.4802, -4.1800, 3.5001], [-6.0082, 0.2213, -3.2805], [-3.7320, 0.5993, 3.2654], [2.8290, -5.4573, -4.0937], [2.2886, -4.3804, -3.3470], [-2.3408, -4.9104, 2.4124], [-2.3015, 0.5488, -1.1115], [-4.5072, -4.2162, 3.2713], [-3.5807, -3.4558, 3.9544], [-2.4604, -2.5140, 0.6241], [-3.3373, 0.6656, -1.4442], [-3.2124, 2.9987, 5.0579], [-2.4206, -1.5000, 0.4326], [-1.8248, 0.9863, -1.9750], [-2.9750, 1.2039, 5.3523], [-1.5334, -5.5042, 1.7562], [-0.5885, 4.1752, 1.7947], [5.8443, 2.2312, -2.1519], [-2.5454, -1.7795, -1.9305], [-1.0744, 5.4689, 2.1610], [-4.4653, -5.7200, 1.5576], [3.9279, 2.5885, 1.4703], [5.0406, -1.4777, -2.3116], [-0.5875, 3.3461, 2.4853], [3.0738, 0.4449, 5.3116], [3.3152, -5.2366, -5.2734], [2.4892, -2.0408, -4.0188], [-5.3455, 0.6350, -4.5427], [1.7383, 0.3214, 1.3160], [2.5145, -3.0617, -4.2140], [-0.3890, -2.7616, 1.4895], [-2.2009, -2.7512, -1.9026], [-1.9052, -0.9038, -0.8608], [-0.2056, 2.5653, -3.7527], [5.3737, -3.0425, -3.7062], [-2.5411, -1.4236, -2.9613], [4.8190, -0.7029, -3.2518], [-5.0630, 2.2510, -2.8399], [1.6795, -1.9338, -0.0018], [6.4479, 1.4802, -1.5901], [4.6577, 2.8627, -1.3854], [-4.8817, 3.1126, -2.5514], [-2.0981, 1.1773, -0.2961], [3.3524, 3.1790, 3.5105], [-2.2349, -3.8680, 3.5417], [-1.1735, -0.5875, 7.0456], [5.2588, 1.8479, -2.9901], [1.9560, -4.4618, -2.2273], [1.0548, 0.3471, 0.4206], [-3.1672, 2.5868, 2.6565], [3.0404, 2.5810, 4.6912], [3.3865, 1.1755, 4.5556], [1.0466, 2.1824, -2.9247], [-4.6470, 2.0215, -4.0704], [-6.6409, -0.4919, -3.2921], [4.7882, 4.0216, -1.0060], [-1.0305, 6.2974, 1.0546], [0.1160, -0.9085, -1.9788], [-2.6186, 2.0406, 4.8116], [-1.7497, 0.3407, 6.8836], [-3.7174, -2.7658, 4.7231], [1.7582, 1.1680, -6.0137], [-1.4923, -0.0200, 1.8838], [2.2516, -2.5751, 0.7904], [1.7061, 0.5462, -0.5675], [-2.0017, -1.3548, 6.9640], [1.2176, 1.3522, -5.1717], [2.6269, 3.1987, 5.4437], [1.2730, -2.7135, -0.5258], [-1.3673, 5.8450, 3.1091], [-0.6280, 5.6744, -0.0849], [1.8720, 1.3498, -3.8902], [6.3811, -3.0435, -2.3556], [-1.5884, 2.1302, 4.7078], [2.8575, 0.8138, -3.9215], [4.6383, -3.6642, -2.1369], [-3.3619, -1.2349, 0.7799], [3.4811, -6.0966, -5.8820], [-3.8780, 2.5818, -4.5978], [6.3175, 3.2477, -2.4242], [-0.5432, 2.1768, -6.0464], [-5.8104, 1.3014, -2.2658], [3.7323, 2.3545, 2.4596], [-2.1409, -1.3251, 2.5588], [3.7512, 2.2357, -1.2357], [0.0812, -1.2561, 2.5583], [-0.8218, -1.1511, 4.8015], [-6.0069, 1.0983, -1.1527]],
  "mulliken_charge": [0.29, 0.37, -0.41, 0.36, 0.46, 3.37, 0.17, 0.12, 0.76, 0.19, 0.99, 0.79, 0.25, 0.53, -0.50, 0.41, -0.89, -1.79, 0.21, -1.03, 1.07, 0.81, -0.54, -0.83, 0.94, -0.90, 0.35, 0.08, -0.77, 0.23, -0.68, -0.56, -0.11, -0.78, -0.64, -1.42, -0.06, -0.68, 0.71, 0.05, 0.28, -2.95, 0.43, 0.24, 0.29, -0.22, -0.57, -2.02, -0.99, 0.34, 0.73, 1.03, 0.63, 0.40, -0.41, 0.85, -0.74, 0.23, -0.17, -0.16, 0.64, 2.43, -0.32, 0.32, 0.35, -0.51, 0.09, -2.64, 0.20, 0.83, 0.12, 0.37, -0.03, -0.38, -0.80, 0.19, 0.35, -1.95, -0.51, -0.47, -0.65, 0.66, -0.29, 0.74, -0.59, 0.03, -0.26, -0.75, 0.19, 0.59, 0.28, 0.34, 0.20, -0.10, 0.29, -0.08, 0.49, 1.00, 0.44, -0.85, -0.88, 0.36, 0.37, 0.30, 0.26, 0.82, 0.45, 0.42, 0.32, 0.48, -0.53, -0.64, 0.72, -0.39, 0.83, -0.36, 0.36]
}